96
Properties=species:S:1:pos:R:3:forces:R:3 method="wB97M-V/def2-TZVPD" relative_energy_kj_mol=26.6 homo_lumo_gap_ev="7.246 / 3.506" s2=2.024 charge=+4 spin_multiplicity=3 lumo_ev="-11.59 / -15.33"
Au -1.14626 1.09125 -0.06188 0.2 -0.4 -0.1
C -1.68131 -2.99921 -2.59467 0.4 0.1 0.1
As -2.15199 -1.25034 -1.88680 -1.1 -0.1 -0.7
C -3.75139 -1.58338 -0.83104 0.1 0.0 0.4
C -2.76791 -0.19565 -3.40683 0.4 -0.2 0.4
C -3.17513 -0.89456 -4.54206 0.0 0.0 0.1
C -3.69560 -0.19115 -5.62079 0.0 -0.1 -0.1
C -3.77109 1.19168 -5.58927 0.0 0.1 -0.1
C -3.36215 1.88880 -4.45806 0.1 -0.1 0.1
C -2.85181 1.19340 -3.36562 0.0 0.3 0.2
As -2.41900 2.25656 -1.80405 -0.3 0.2 -0.3
C -1.63004 3.89730 -2.45981 0.1 0.0 0.1
C -4.12044 2.75898 -1.04313 -0.1 0.1 0.2
H -2.59577 -3.51622 -2.89110 -0.1 0.1 0.0
H -1.18622 -3.59536 -1.82947 0.0 0.1 0.0
H -1.01024 -2.88405 -3.44378 0.0 0.0 0.0
H -4.53528 -1.90358 -1.52089 0.1 0.0 -0.1
H -4.07634 -0.69138 -0.29921 0.0 0.0 -0.1
H -3.56654 -2.38085 -0.11105 0.1 0.0 0.0
H -3.12426 -1.97362 -4.59453 0.0 0.0 0.0
H -4.03422 -0.73817 -6.49108 0.0 0.0 0.0
H -4.13218 1.73847 -6.45058 -0.1 0.0 0.0
H -3.44250 2.96864 -4.44085 0.0 0.0 0.0
H -2.41223 4.55231 -2.84309 -0.1 -0.1 0.0
H -0.91330 3.67420 -3.24768 0.0 0.0 0.0
H -1.12848 4.41644 -1.64450 0.0 -0.1 0.0
H -4.69882 3.33019 -1.76972 0.1 0.0 -0.1
H -3.95374 3.38474 -0.16594 0.0 0.0 0.0
H -4.68541 1.87540 -0.75095 0.0 0.0 0.0
F -6.56499 -1.70570 3.47548 0.0 0.0 0.1
C -5.53990 -2.21925 4.16388 0.0 0.0 0.0
F -5.49520 -3.53545 3.93101 0.0 0.1 0.0
F -5.74289 -2.01685 5.45914 0.0 0.0 0.0
C -4.23207 -1.58434 3.71178 -0.1 0.0 -0.1
C -4.25132 -0.38093 3.01244 0.0 -0.1 0.1
C -3.06917 0.11586 2.49747 0.1 0.0 0.0
C -1.86947 -0.58263 2.69172 0.0 0.1 -0.4
C -1.84916 -1.75762 3.45384 0.0 0.0 -0.1
C -3.03444 -2.24367 3.97406 0.0 0.0 0.0
P -0.33771 0.11722 2.01691 0.1 -0.6 1.3
C 0.78688 -1.23355 1.67571 -0.5 0.7 -0.3
C 0.28428 -2.45793 1.18282 0.0 -0.4 -0.1
C 1.15389 -3.45973 0.82248 -0.3 0.1 0.1
C 2.53327 -3.23465 0.90686 0.0 0.1 -0.1
C 3.04610 -2.02725 1.38403 0.0 0.1 0.2
C 2.17819 -1.02322 1.75987 0.4 -0.1 0.0
C 3.45972 -4.29075 0.33509 0.2 -0.1 -0.4
F 4.73580 -4.00129 0.56239 -0.1 0.0 0.1
F 3.26975 -4.28867 -1.00734 0.0 0.0 0.2
F 3.17824 -5.49580 0.79232 0.0 0.0 0.1
C 0.35409 1.14443 3.33989 -0.1 0.2 -0.7
C 1.07081 0.56373 4.39345 0.1 0.0 0.0
C 1.42644 1.35353 5.47211 0.0 -0.1 0.0
C 1.08944 2.70158 5.48955 0.0 0.2 0.0
C 0.37749 3.27987 4.44317 0.1 -0.1 0.0
C 0.01578 2.49783 3.36132 0.0 0.1 -0.1
C 1.53176 3.56549 6.66540 -0.1 -0.1 0.0
F 0.84166 4.70487 6.69943 0.1 -0.1 0.0
F 2.82975 3.85587 6.53857 0.0 0.0 0.0
F 1.34907 2.91040 7.81041 0.0 0.1 0.0
H -5.18695 0.14369 2.87309 0.0 0.0 0.0
H -3.06980 1.05565 1.95459 -0.1 0.0 0.0
H -0.92161 -2.27942 3.65005 0.0 0.0 0.1
H -3.03071 -3.14241 4.57852 0.0 0.0 0.0
H -0.78539 -2.61762 1.11667 0.0 0.0 0.0
H 0.79106 -4.41964 0.47654 0.0 0.0 0.0
H 4.11676 -1.89414 1.46662 0.0 0.0 0.0
H 2.56875 -0.08482 2.13554 0.0 0.0 -0.1
H 1.32906 -0.48759 4.39594 0.0 0.0 0.0
H 1.96072 0.91552 6.30580 0.0 0.0 0.0
H 0.10922 4.32643 4.48211 0.0 0.0 0.0
H -0.53810 2.94045 2.54095 0.0 0.0 0.0
Ge 2.68486 0.73557 -2.20888 0.4 0.4 -0.5
C 2.96463 -0.75727 -3.38627 -0.1 0.8 1.1
C 3.92578 -1.73450 -3.11060 0.1 -0.2 -0.2
C 4.27860 -2.62812 -4.10660 0.0 0.0 0.2
C 3.68184 -2.53197 -5.36000 0.0 0.0 -0.1
C 2.72701 -1.55753 -5.62938 -0.1 0.1 0.0
C 2.33933 -0.67314 -4.63619 0.0 -0.1 0.0
C 3.82323 1.67449 -0.97658 -0.7 -0.9 -0.6
C 3.61060 3.05316 -0.86463 0.1 0.0 0.1
C 4.55563 3.81714 -0.19943 -0.1 0.1 -0.1
C 5.66814 3.20871 0.37012 0.0 0.1 0.0
C 5.86407 1.83357 0.27188 -0.1 -0.2 0.0
C 4.94137 1.05666 -0.40629 0.2 0.1 0.1
H 1.43542 1.57746 -2.61620 0.2 -0.2 0.1
H 4.38529 -1.80380 -2.13316 0.1 0.0 0.0
H 5.02423 -3.38564 -3.90683 0.0 0.0 -0.1
H 3.96420 -3.22708 -6.14018 0.0 0.0 0.0
H 2.29456 -1.47391 -6.61736 0.0 -0.1 0.0
H 1.58635 0.08114 -4.83420 0.0 0.0 -0.1
H 2.73898 3.52038 -1.30743 0.0 0.0 0.0
H 4.43036 4.88998 -0.14085 0.0 0.0 0.1
H 6.39432 3.81559 0.89525 0.0 0.0 0.0
H 6.74102 1.37307 0.70649 0.0 0.0 0.0
H 5.09073 -0.01228 -0.49588 0.1 0.0 -0.1

***

125
Properties=species:S:1:pos:R:3:forces:R:3 method="wB97M-V/def2-TZVPD" homo_lumo_gap_ev=7.893 charge=0 lumo_ev=-1.97 smiles="C[C@H](O)CO[C@H]1[C@H](CCC(F)(F)C(F)(F)C(F)(F)C(F)(F)F)[C@H](CCCCS(=O)(=O)Cl)OS(=O)(=O)[C@@H]1S(=O)(=O)C(F)(F)C(F)(F)F.O=C1C=C(O)C(=O)C=C1O.O=C1C=C(O)C(=O)C=C1O.O=C1C=C(O)C(=O)C=C1O.O=C1C=C(O)C(=O)C=C1O"
C 0.26596 2.43400 2.89708 0.2 -0.2 0.6
C 1.84029 2.52510 3.10061 0.2 -0.6 -0.3
O 2.27471 3.61028 3.95436 0.1 -1.0 -0.1
C 2.67415 2.60359 1.72745 -0.2 -1.7 0.6
O 1.79882 2.73763 0.55065 1.7 -0.2 -0.4
C 2.61109 2.40926 -0.58267 0.6 0.5 -0.5
C 2.24772 0.98673 -1.24424 -0.2 0.8 -0.5
C 1.75290 -0.10735 -0.19805 -0.8 -0.8 -0.3
C 0.26251 -0.56539 -0.65564 0.6 1.3 -0.1
C -0.42173 -1.58046 0.34250 1.6 1.8 1.1
F 0.56257 -1.92416 1.32375 -2.1 0.3 -1.6
F -1.40835 -0.84701 1.07563 1.3 -1.9 -1.4
C -0.98294 -2.93211 -0.27702 0.6 -1.8 0.0
F -0.85923 -3.03087 -1.67539 -0.2 0.7 2.5
F -0.16895 -3.98222 0.23818 -1.9 1.8 -1.0
C -2.51476 -3.23429 0.05799 -0.3 -1.4 -2.3
F -3.29379 -2.22923 -0.53087 1.5 -1.7 1.6
F -2.83506 -4.42658 -0.65117 0.7 2.3 1.4
C -2.84323 -3.52590 1.58947 -1.9 0.5 2.5
F -1.78895 -3.33675 2.47156 -1.7 -0.4 -2.1
F -3.84214 -2.59672 1.97207 2.0 -2.0 -0.8
F -3.35790 -4.80402 1.80822 1.3 2.8 -0.7
C 3.43145 0.48551 -2.20896 -0.2 -2.2 1.8
C 4.82305 0.22821 -1.43320 1.0 0.5 -1.2
C 5.31556 -1.29439 -1.51514 -1.0 -0.3 0.1
C 4.80070 -2.22395 -0.32182 0.8 -1.2 0.4
C 4.90167 -1.56742 1.12887 -1.1 0.3 -1.5
S 4.23974 -2.66354 2.49820 1.2 2.1 6.1
O 3.51944 -1.74781 3.46890 0.8 -2.1 -3.6
O 5.33471 -3.33829 3.25972 -2.1 0.6 -3.2
Cl 2.86742 -4.04862 1.74460 0.9 0.8 0.1
O 3.58416 1.29293 -3.41565 -0.6 1.9 2.1
S 3.73971 2.91954 -3.07142 3.8 4.5 -4.7
O 5.12862 3.27744 -2.63632 -3.6 -2.1 0.5
O 3.44352 3.66584 -4.33576 -0.5 -2.7 3.2
C 2.46892 3.47955 -1.80055 -1.0 -2.3 0.7
S 2.69111 5.23815 -1.26725 5.6 3.9 0.6
O 3.56751 6.02811 -2.20744 -3.2 -2.6 1.8
O 3.17749 5.35596 0.13837 -2.1 -1.2 -2.9
C 0.97267 6.01482 -1.43077 -2.1 0.0 -0.9
F 0.97687 7.38257 -1.20069 0.4 -3.0 -0.6
F 0.54052 5.70479 -2.75044 0.9 1.0 2.5
C -0.11481 5.34112 -0.46263 -2.2 -0.5 2.0
F 0.29885 5.29386 0.87232 -0.6 0.1 -3.2
F -0.47811 4.04252 -0.86076 1.2 2.7 0.6
F -1.32417 6.07653 -0.45778 3.0 -1.3 -0.2
H -0.19736 3.34940 2.41220 0.8 -1.2 0.5
H -0.22550 2.28285 3.91992 0.8 0.3 -1.5
H 0.04500 1.48984 2.28204 0.3 1.5 0.7
H 2.15122 1.55434 3.63581 -0.5 1.2 -1.0
H 3.06997 3.25615 4.40982 -0.8 0.6 -0.3
H 3.52218 3.35713 1.73858 -1.4 -0.5 0.0
H 3.16973 1.56653 1.61253 -0.5 1.4 0.2
H 3.71671 2.48162 -0.27399 -1.5 -0.3 -0.6
H 1.36152 1.21028 -1.94742 1.2 -0.4 1.0
H 2.38468 -1.04928 -0.22528 -0.5 1.3 0.0
H 1.69035 0.24366 0.87609 0.3 -0.2 -1.4
H 0.35783 -0.89929 -1.73261 -0.5 0.0 1.3
H -0.35312 0.40521 -0.64108 0.6 -1.6 -0.1
H 3.09893 -0.55169 -2.57728 0.4 1.7 0.2
H 5.60513 0.83869 -2.01523 -1.2 -0.8 1.0
H 4.82622 0.66379 -0.38144 -0.1 -0.7 -1.3
H 4.87211 -1.73028 -2.48281 0.8 0.6 1.4
H 6.43881 -1.41944 -1.60285 -1.3 0.6 0.2
H 5.47774 -3.15404 -0.30341 -1.0 1.2 -0.1
H 3.74305 -2.63825 -0.49344 1.5 0.9 0.3
H 5.94537 -1.25579 1.44409 -1.3 -0.7 -0.2
H 4.19279 -0.66429 1.12781 1.1 -1.4 0.5
H 1.45896 3.35494 -2.30478 1.2 0.4 0.5
O -1.25183 -1.08945 -4.23409 -0.2 -0.2 0.1
C -2.39413 -0.70525 -4.42011 0.3 0.6 -0.1
C -2.70724 0.68483 -4.76574 0.3 -0.3 0.1
C -3.97223 1.07215 -4.94552 0.4 1.2 -0.2
O -4.27938 2.35498 -5.26824 -0.3 -1.1 0.3
C -5.10637 0.11601 -4.80024 -0.5 -0.6 0.1
O -6.24757 0.51120 -4.95406 0.3 0.3 0.0
C -4.79386 -1.27902 -4.47841 -0.2 0.3 -0.1
C -3.52966 -1.67001 -4.30130 -0.3 -1.3 0.2
O -3.23081 -2.96420 -4.00424 0.4 1.3 -0.2
H -1.87591 1.36964 -4.86632 0.0 0.0 0.0
H -5.25370 2.37797 -5.34132 0.0 0.0 -0.1
H -5.62545 -1.96555 -4.39330 0.0 0.0 0.0
H -2.25849 -2.99778 -3.92328 -0.1 -0.1 0.0
O -1.37541 1.44174 5.65763 -0.4 -0.1 -0.1
C -1.89957 0.34133 5.68772 0.7 -0.2 0.3
C -1.21151 -0.84403 6.20610 0.0 0.4 -0.1
C -1.81567 -2.03460 6.20476 1.0 -0.6 0.5
O -1.19379 -3.14198 6.68336 -1.0 0.6 -0.5
C -3.20012 -2.20355 5.67747 -0.7 0.1 -0.3
O -3.71178 -3.30899 5.67569 0.4 0.0 0.1
C -3.89706 -1.01354 5.18114 0.0 -0.4 0.1
C -3.29423 0.17728 5.18570 -1.0 0.6 -0.5
O -3.92600 1.29065 4.73155 1.0 -0.6 0.5
H -0.20686 -0.70857 6.58335 0.0 0.0 0.0
H -1.83571 -3.86913 6.57036 0.1 0.0 0.0
H -4.90723 -1.14623 4.81764 0.0 0.0 0.0
H -3.28181 2.01653 4.83876 -0.1 0.0 0.0
O 3.95746 -6.72253 0.46942 -0.4 0.0 -0.2
C 3.40638 -7.80663 0.54930 0.7 -0.2 0.3
C 4.08560 -8.99843 1.06476 0.0 0.4 -0.1
C 3.45041 -10.17130 1.12021 1.0 -0.6 0.5
O 4.06396 -11.28424 1.59716 -1.0 0.6 -0.5
C 2.03911 -10.31374 0.66097 -0.7 0.1 -0.2
O 1.49849 -11.40383 0.70972 0.4 0.1 0.1
C 1.35201 -9.11639 0.16773 0.0 -0.3 0.1
C 1.98609 -7.94337 0.11558 -1.0 0.6 -0.4
O 1.36379 -6.82300 -0.33655 0.9 -0.6 0.4
H 5.10972 -8.88215 1.39265 0.0 0.0 0.0
H 3.39831 -11.99575 1.53160 0.1 0.0 0.0
H 0.32286 -9.22920 -0.14587 0.0 0.0 0.0
H 2.03182 -6.11370 -0.27686 -0.1 0.0 -0.1
O -6.53534 5.38535 -3.85271 0.3 -0.1 0.1
C -6.04769 6.14632 -3.03522 -0.7 0.3 -0.2
C -6.74353 7.34788 -2.56488 0.0 -0.3 -0.2
C -6.16631 8.16457 -1.68025 -1.0 0.8 0.0
O -6.79784 9.28001 -1.23247 1.0 -0.8 0.0
C -4.80231 7.89056 -1.14352 0.7 -0.3 0.2
O -4.30049 8.66823 -0.35161 -0.4 0.1 -0.1
C -4.11710 6.67666 -1.59581 0.0 0.3 0.2
C -4.69537 5.85863 -2.47737 1.0 -0.8 0.0
O -4.07363 4.72798 -2.90473 -0.9 0.8 0.0
H -7.73116 7.53641 -2.96349 0.0 0.0 0.0
H -6.17488 9.69712 -0.60672 -0.1 0.0 0.0
H -3.13677 6.47950 -1.18665 -0.2 0.0 -0.1
H -4.69283 4.31355 -3.53558 0.2 0.0 0.0

***

Number 1: strongest force on any atom 1.45 eV/Å. Number 2: strongest force on any atom 7.52 eV/Å.